No. 1
The molecule C3H5NO2, computed with ωB97M-V/def2-TZVPD.

Bonds (Å) are listed after each position.
Cartesian coordinates (Å):
1 O 1.790 -0.756 -0.654  C4 1.247
2 H -0.259 1.379 0.886  C11 1.083
3 C -1.582 -0.673 -0.051  N5 1.310, H7 1.085, H10 1.080
4 C 0.758 -0.291 -0.133  O1 1.247, N5 1.427, C11 1.391
5 N -0.370 -1.087 0.228  C3 1.310, C4 1.427, H9 1.018
6 H 2.071 1.451 -0.684  O8 0.977
7 H -2.433 -1.088 0.478  C3 1.085
8 O 1.441 1.945 -0.125  H6 0.977, C11 1.346
9 H -0.205 -1.980 0.688  N5 1.018
10 H -1.712 0.063 -0.830  C3 1.080
11 C 0.503 1.036 0.197  H2 1.083, C4 1.391, O8 1.346

Electronic energy, Eh: -322.45834

Atomic partial charges in e from the Löwdin method, atoms 1 to 8: O -0.0081; H 0.1174; C 0.0309; C -0.5219; N 0.0301; H 0.1099; H 0.0789; O 0.0431

***

No. 2
The molecule C2H3Br2N3, computed with ωB97M-V/def2-TZVPD.

Bonds (Å) are listed after each position.
Cartesian coordinates (Å):
1 C 0.034 -0.254 0.163  C5 1.483, Br6 2.149, H8 1.153, N10 1.462
2 N -0.501 1.725 -0.922  N9 1.185, N10 1.335
3 H 0.811 1.766 0.647  N10 1.010
4 Br -2.568 -0.869 -0.066  C5 1.890
5 C -0.959 -0.384 -0.930  C1 1.483, Br4 1.890, H7 1.119, N9 1.452
6 Br 1.928 -1.176 -0.264  C1 2.149
7 H -0.884 -1.242 -1.645  C5 1.119
8 H -0.405 -0.676 1.142  C1 1.153
9 N -1.105 0.921 -1.549  N2 1.185, C5 1.452
10 N 0.183 1.199 0.096  C1 1.462, N2 1.335, H3 1.010

SMILES string: Br[C@H]1N=NN[C@@H]1Br
Electronic energy, Eh: -5390.23208

Atomic partial charges in e from the Löwdin method, atoms 1 to 8: C -0.6311; N -0.0247; H 0.1380; Br 0.7727; C -0.8117; Br 0.4522; H 0.0927; H 0.0829

***

No. 3
A cluster of 5 separate species, CH12O4S in total, computed with ωB97M-V/def2-TZVPD.

Bonds (Å) are listed after each position.
Cartesian coordinates (Å):
1 H -2.613 -0.380 2.379  O8 0.951
2 H -2.536 -2.277 -1.563  S15 1.278
3 O 2.555 -0.348 -0.181  H9 0.973, H11 0.955
4 H 0.879 0.797 -1.885  O6 0.979
5 H 0.731 2.044 -2.402  O6 0.974
6 O 0.466 1.625 -1.563  H4 0.979, H5 0.974
7 H -0.036 1.604 0.751  O12 0.954
8 O -2.107 -1.147 2.624  H1 0.951, H16 0.955
9 H 3.394 0.119 -0.022  O3 0.973
10 H -0.322 -0.244 -0.177  C13 1.083
11 H 2.195 -0.388 0.702  O3 0.955
12 O 0.495 2.340 1.049  H7 0.954, H18 0.977
13 C -0.446 -1.206 -0.658  H10 1.083, H14 1.094, S15 1.830, H17 1.090
14 H 0.406 -1.272 -1.341  C13 1.094
15 S -2.203 -1.111 -1.159  H2 1.278, C13 1.830
16 H -1.453 -0.776 3.213  O8 0.955
17 H -0.217 -1.988 0.067  C13 1.090
18 H 0.813 2.609 0.166  O12 0.977

SMILES string: CS.O.O.O.O
Electronic energy, Eh: -744.39850

Atomic partial charges in e from the Löwdin method, atoms 1 to 8: H 0.0228; H -0.2172; O -0.0547; H 0.0421; H 0.0694; O -0.0753; H -0.0151; O -0.0528

***

Please write out number 2 again, unchanged.
The molecule C2H3Br2N3, computed with ωB97M-V/def2-TZVPD.

Bonds (Å) are listed after each position.
Cartesian coordinates (Å):
1 C 0.034 -0.254 0.163  C5 1.483, Br6 2.149, H8 1.153, N10 1.462
2 N -0.501 1.725 -0.922  N9 1.185, N10 1.335
3 H 0.811 1.766 0.647  N10 1.010
4 Br -2.568 -0.869 -0.066  C5 1.890
5 C -0.959 -0.384 -0.930  C1 1.483, Br4 1.890, H7 1.119, N9 1.452
6 Br 1.928 -1.176 -0.264  C1 2.149
7 H -0.884 -1.242 -1.645  C5 1.119
8 H -0.405 -0.676 1.142  C1 1.153
9 N -1.105 0.921 -1.549  N2 1.185, C5 1.452
10 N 0.183 1.199 0.096  C1 1.462, N2 1.335, H3 1.010

SMILES string: Br[C@H]1N=NN[C@@H]1Br
Electronic energy, Eh: -5390.23208

Atomic partial charges in e from the Löwdin method, atoms 1 to 8: C -0.6311; N -0.0247; H 0.1380; Br 0.7727; C -0.8117; Br 0.4522; H 0.0927; H 0.0829

***

Q: Number 3 is which compound?
A: CH12O4S

***

Q: Among the records above, which one has the highest electronic energy?
A: C3H5NO2

***

Q: What is the formula in the first record?
A: C3H5NO2